# 1
Here is an isolated molecule of C21H23N at a distorted geometry from the OMol25 dataset. Energies are from wB97M-V/def2-TZVPD.

```
45
Properties=species:S:1:pos:R:3:mulliken_charge:R:1
C 2.364 -2.505 -0.095 -1.57
C 1.626 -1.238 0.288 1.00
C 0.333 -0.884 0.001 -1.03
C -0.577 -1.727 -0.836 -0.31
C -1.182 -2.854 -0.263 0.08
C -2.142 -3.595 -0.992 -0.69
C -2.467 -3.267 -2.310 -0.54
C -1.787 -2.191 -2.892 -0.71
C -0.871 -1.432 -2.188 -0.19
C -0.016 0.483 0.538 2.26
N -0.791 0.375 1.806 -0.15
C -2.160 0.159 1.987 0.57
C -2.499 -0.010 3.330 -0.52
C -3.812 -0.274 3.711 -0.52
C -4.823 -0.394 2.772 -0.57
C -4.489 -0.339 1.420 -0.75
C -3.184 -0.018 1.015 0.05
C -0.574 1.452 -0.453 -1.04
C 0.629 1.946 -1.253 -0.64
C 1.785 2.002 -0.277 -1.05
C 1.376 1.090 0.885 -0.59
C 2.329 -0.103 1.020 -1.32
H 3.343 -2.302 -0.560 0.36
H 1.776 -3.110 -0.766 0.39
H 2.502 -3.111 0.826 0.28
H -0.978 -3.086 0.784 0.44
H -2.679 -4.407 -0.471 0.33
H -3.173 -3.884 -2.845 0.43
H -1.930 -1.990 -3.965 0.35
H -0.341 -0.647 -2.676 0.42
H -0.203 0.291 2.627 0.24
H -1.738 0.124 4.114 0.27
H -4.030 -0.406 4.754 0.38
H -5.850 -0.571 3.049 0.39
H -5.297 -0.523 0.665 0.31
H -2.939 0.051 -0.047 0.16
H -0.969 2.326 0.132 0.43
H -1.396 1.019 -1.014 0.40
H 0.822 1.207 -2.051 0.02
H 0.433 2.942 -1.704 0.50
H 2.745 1.745 -0.742 0.43
H 1.868 3.018 0.093 0.34
H 1.304 1.708 1.822 0.56
H 2.396 -0.339 2.100 0.31
H 3.328 0.092 0.639 0.48
```

## Properties
* E_LUMO: 0.827 eV
* E_tot: -868.7598 Ha
* SMILES: CC1=C(c2ccccc2)[C@]2(Nc3ccccc3)CCC[C@@H]2C1
* HOMO level: -7.4064 eV
* HOMO-LUMO gap: 8.23 eV
* relative energy (zero: lowest compared OMol25 entry of this formula, charge and spin): 0.000 eV

=====

# 2
Here is a 2-piece molecular cluster, C2H9NSi2 overall at a distorted geometry from the OMol25 dataset. Energies are from wB97M-V/def2-TZVPD.

```
14
Properties=species:S:1:pos:R:3:mulliken_charge:R:1
C -0.105 1.488 -0.030 -0.69
C -0.173 0.188 0.348 -0.23
N -1.569 -2.226 0.504 -0.50
Si 3.603 1.227 -2.656 0.11
Si -1.578 -0.581 1.127 0.41
H 0.787 1.980 -0.168 0.30
H -1.043 1.996 -0.073 0.24
H 0.753 -0.375 0.408 0.35
H -1.232 -2.434 -0.415 0.24
H -2.430 -2.696 0.933 0.19
H 4.341 1.372 -1.277 -0.05
H 2.824 0.296 -1.927 -0.05
H -2.637 0.358 0.710 -0.18
H -1.540 -0.594 2.516 -0.14
```

## Properties
* E_LUMO: -1.119 eV
* E_tot: -715.1996 Ha
* HOMO level: -9.2307 eV
* HOMO-LUMO gap: 8.11 eV
* relative energy (zero: lowest compared OMol25 entry of this formula, charge and spin): 2.945 eV

=====

# 3
Here is C23H27BrN3O8Re as an isolated structure from the OMol25 dataset. Energies are from wB97M-V/def2-TZVPD.

```
63
Properties=species:S:1:pos:R:3:lowdin_spin:R:1
Re -0.073 0.143 0.738 2.32
O -3.831 1.142 2.200 0.02
C -2.840 1.231 1.535 0.01
O -1.870 0.314 1.554 0.11
C -2.622 2.326 0.516 0.00
C -2.358 1.672 -0.847 0.00
C -2.495 2.684 -1.976 0.00
C -1.216 3.543 -1.802 0.00
C -0.560 2.902 -0.591 0.00
O -0.887 1.469 -0.804 0.01
C -1.324 3.191 0.698 0.00
C -0.482 2.814 1.906 0.01
O -0.569 3.378 2.957 0.01
O 0.413 1.837 1.670 0.10
H -3.524 2.930 0.515 0.00
H -2.851 0.719 -1.010 0.00
H -3.413 3.257 -1.862 0.00
H -2.518 2.192 -2.946 0.00
H -1.426 4.595 -1.622 0.00
H -0.568 3.470 -2.674 0.00
H 0.512 3.016 -0.515 0.00
H -1.569 4.245 0.800 0.00
O 2.719 -1.271 6.131 0.01
C 2.136 -1.056 4.954 0.01
C 2.748 -0.405 3.886 0.00
C 2.040 -0.246 2.730 0.01
N 0.773 -0.694 2.541 0.00
C 0.195 -1.315 3.592 0.01
Br -1.557 -1.974 3.496 0.00
C 0.835 -1.513 4.791 0.00
H 3.609 -0.898 6.160 0.00
H 3.754 -0.011 3.958 0.00
H 2.477 0.274 1.897 0.00
H 0.330 -2.015 5.602 0.00
C 3.927 -0.644 -0.390 0.00
C 2.763 0.206 -0.877 0.02
C 2.519 -0.055 -2.358 0.01
C 3.045 1.683 -0.646 0.00
O 1.595 -0.200 -0.152 0.25
H 4.821 -0.423 -0.974 0.00
H 3.690 -1.703 -0.501 0.00
H 4.154 -0.448 0.660 0.00
H 3.422 0.142 -2.937 0.00
H 1.725 0.597 -2.735 0.00
H 2.228 -1.096 -2.512 0.00
H 3.935 1.992 -1.195 0.00
H 3.202 1.898 0.414 0.00
H 2.207 2.281 -1.002 0.00
N -2.361 -4.409 -4.340 0.00
C -2.773 -4.279 -3.058 0.00
O -3.692 -4.898 -2.572 0.00
C -2.023 -3.277 -2.206 0.01
C -1.339 -2.180 -2.708 0.00
C -0.751 -1.294 -1.831 0.01
N -0.815 -1.455 -0.499 0.01
C -1.461 -2.529 -0.012 0.02
C -2.078 -3.448 -0.832 0.00
H -2.829 -5.096 -4.909 0.00
H -1.528 -3.980 -4.697 0.00
H -1.266 -1.982 -3.769 0.00
H -0.209 -0.432 -2.186 0.00
H -1.485 -2.634 1.061 0.00
H -2.614 -4.288 -0.414 0.00
```

## Properties
* charge: +1
* E_LUMO (alpha / beta): -3.280 / -4.076 eV
* E_tot: -4311.0183 Ha
* multiplicity: 4
* expectation value of S²: 3.76
* HOMO level (alpha / beta): -11.3022 / -12.4544 eV
* HOMO-LUMO gap (alpha / beta): 8.02 / 8.38 eV
* relative energy (zero: lowest compared OMol25 entry of this formula, charge and spin): 0.560 eV

=====

# 4
Here is a 2-piece molecular cluster, H4SSi overall at a distorted geometry from the OMol25 dataset. Energies are from wB97M-V/def2-TZVPD.

```
6
Properties=species:S:1:pos:R:3:mulliken_charge:R:1
Si 0.274 -0.262 0.037 0.26
S -1.769 0.242 -0.177 -0.26
H 1.986 0.239 -1.452 -0.08
H 0.991 0.331 1.151 -0.05
H 0.427 -1.737 -0.316 -0.03
H -1.909 1.187 0.756 0.16
```

## Properties
* E_LUMO: -0.062 eV
* E_tot: -689.9733 Ha
* HOMO level: -8.8056 eV
* HOMO-LUMO gap: 8.74 eV
* relative energy (zero: lowest compared OMol25 entry of this formula, charge and spin): 2.644 eV

=====

# 5
Here is an isolated molecule of C4H8N2S at a distorted geometry from the OMol25 dataset. Energies are from wB97M-V/def2-TZVPD.

```
15
Properties=species:S:1:pos:R:3:mulliken_charge:R:1
C -2.646 0.115 0.147 0.10
C -1.901 -1.100 -0.127 -0.40
C -2.170 1.401 0.103 -0.87
C 2.845 0.335 0.011 -0.88
N 0.698 -0.588 0.033 -0.11
N 2.056 -0.818 0.064 -0.23
S -0.327 -1.791 -0.307 0.05
H -3.635 -0.069 0.600 0.24
H -2.495 -2.053 -0.187 0.22
H -1.282 1.752 -0.269 0.35
H -2.868 2.106 0.233 0.33
H 3.080 0.726 -0.933 0.34
H 2.410 1.079 0.709 0.29
H 3.818 0.416 0.450 0.33
H 2.417 -1.512 -0.528 0.23
```

## Properties
* E_LUMO (alpha / beta): 0.371 / -0.063 eV
* E_tot: -664.7273 Ha
* HOMO level (alpha / beta): -7.0743 / -7.2984 eV
* HOMO-LUMO gap (alpha / beta): 7.45 / 7.24 eV
* relative energy (zero: lowest compared OMol25 entry of this formula, charge and spin): 5.592 eV

=====

# 6
Here is an isolated molecule of C2H3N5O at a distorted geometry from the OMol25 dataset. Energies are from wB97M-V/def2-TZVPD.

```
11
Properties=species:S:1:pos:R:3:mulliken_charge:R:1
H -2.327 2.380 -0.127 0.26
N -1.559 2.008 0.529 -0.64
C -0.917 0.999 -0.055 0.50
N 0.207 0.588 0.621 -0.48
C 0.755 -0.476 0.108 0.61
N 1.613 -1.230 0.791 -0.40
N 0.385 -0.979 -1.275 -0.20
N -0.575 -0.491 -1.871 0.00
O -1.408 0.353 -1.146 -0.17
H 2.119 -2.045 0.512 0.23
H 1.706 -1.106 1.914 0.29
```

## Properties
* E_LUMO: -0.545 eV
* E_tot: -426.9270 Ha
* SMILES: [H]/N=c1/nc(N)nno1
* HOMO level: -9.1755 eV
* HOMO-LUMO gap: 8.63 eV
* relative energy (zero: lowest compared OMol25 entry of this formula, charge and spin): 3.554 eV